A 12-piece molecular cluster, C6H35NO12 overall at a distorted geometry, computed with ωB97M-V/def2-TZVPD.

2S+1   1
Lowest unoccupied orbital energy   0.12 eV
Relative energy (zero: lowest compared OMol25 entry of this formula, charge and spin)   177.6 kcal per mole
Electronic energy   -32845.9042 eV
SMILES   C=CCC[C@H](N)CO.O.O.O.O.O.O.O.O.O.O.O

Last columns: bonded neighbours and bond lengths (Å).
CARTESIAN COORDINATES (ANGSTROEM)
1 O 2.569 -1.325 3.844  H32 0.960, H35 1.022
2 O 2.173 2.581 1.532  H24 0.989, H26 0.970
3 O 2.408 2.962 -3.319  H23 0.985, H52 0.930
4 O -1.293 -3.665 -1.301  H21 0.998, H27 0.965
5 O -1.880 -2.046 2.416  H42 0.995, H54 0.957
6 O 0.254 2.271 3.460  H36 1.041, H48 0.973
7 O -1.024 0.055 3.488  H47 0.977, H51 0.984
8 O -3.957 -1.892 -0.300  H20 0.976, H50 0.893
9 O 2.420 0.316 -2.236  C18 1.391, H37 0.928
10 O 0.162 -1.519 0.932  H30 0.982, H34 0.904
11 O 1.765 -3.557 2.718  H31 0.981, H33 0.867
12 O 2.715 3.205 -0.949  H28 1.032, H41 0.985
13 N 0.124 -1.566 -2.583  C15 1.427, H40 1.051, H44 1.037
14 C -2.148 2.068 -1.330  C16 1.329, C19 1.555, H49 1.049
15 C 0.136 -0.335 -1.862  N13 1.427, C17 1.556, C18 1.523, H45 1.162
16 C -1.392 2.927 -2.005  C14 1.329, H39 1.067, H53 1.104
17 C -1.117 -0.098 -0.970  C15 1.556, C19 1.542, H38 1.108, H43 1.246
18 C 1.512 -0.082 -1.260  O9 1.391, C15 1.523, H29 1.112, H46 1.210
19 C -2.274 0.572 -1.737  C14 1.555, C17 1.542, H22 1.093, H25 1.072
20 H -3.814 -1.171 0.343  O8 0.976
21 H -2.033 -4.257 -0.988  O4 0.998
22 H -2.164 0.477 -2.821  C19 1.093
23 H 2.440 2.044 -3.675  O3 0.985
24 H 2.180 2.847 0.580  O2 0.989
25 H -3.281 0.206 -1.764  C19 1.072
26 H 2.728 1.820 1.766  O2 0.970
27 H -1.616 -2.895 -0.818  O4 0.965
28 H 3.542 3.593 -1.430  O12 1.032
29 H 1.926 -0.926 -0.665  C18 1.112
30 H -0.065 -2.146 0.212  O10 0.982
31 H 2.360 -4.132 2.191  O11 0.981
32 H 1.946 -0.964 3.208  O1 0.960
33 H 1.092 -3.513 2.174  O11 0.867
34 H -0.593 -1.517 1.429  O10 0.904
35 H 2.423 -2.313 3.628  O1 1.022
36 H 0.883 2.513 2.666  O6 1.041
37 H 2.614 -0.309 -2.894  O9 0.928
38 H -1.572 -0.898 -0.353  C17 1.108
39 H -1.027 2.817 -3.001  C16 1.067
40 H 0.489 -2.371 -2.016  N13 1.051
41 H 2.142 3.088 -1.742  O12 0.985
42 H -2.092 -1.125 2.725  O5 0.995
43 H -1.032 0.381 0.177  C17 1.246
44 H -0.763 -1.866 -3.028  N13 1.037
45 H 0.217 0.525 -2.638  C15 1.162
46 H 1.653 0.944 -0.635  C18 1.210
47 H -0.521 0.872 3.305  O7 0.977
48 H 0.900 2.135 4.174  O6 0.973
49 H -2.497 2.212 -0.351  C14 1.049
50 H -4.756 -2.194 -0.039  O8 0.893
51 H -1.939 0.365 3.673  O7 0.984
52 H 1.603 3.383 -3.518  O3 0.930
53 H -1.141 3.909 -1.566  C16 1.104
54 H -1.384 -2.405 3.152  O5 0.957

Listed below, in e, are the Löwdin charges computed for each atom: number 1, O, carries -0.119; number 2, O, carries -0.081; number 3, O, carries -0.034; number 4, O, carries -0.079; number 5, O, carries -0.077; number 6, O, carries -0.098; number 7, O, carries -0.085; number 8, O, carries -0.003; number 9, O, carries -0.086; number 10, O, carries -0.047; number 11, O, carries 0.017; number 12, O, carries -0.121; number 13, N, carries 0.043; number 14, C, carries -0.161; number 15, C, carries -0.396; number 16, C, carries -0.018; number 17, C, carries -0.173; number 18, C, carries -0.233; number 19, C, carries -0.200; number 20, H, carries 0.059; number 21, H, carries 0.081; number 22, H, carries 0.104; number 23, H, carries 0.085; number 24, H, carries 0.003; number 25, H, carries 0.080; number 26, H, carries 0.067; number 27, H, carries -0.011; number 28, H, carries 0.122; number 29, H, carries 0.117; number 30, H, carries 0.039; number 31, H, carries 0.102; number 32, H, carries -0.008; number 33, H, carries -0.056; number 34, H, carries -0.085; number 35, H, carries 0.019; number 36, H, carries 0.060; number 37, H, carries 0.064; number 38, H, carries 0.051; number 39, H, carries 0.039; number 40, H, carries 0.086; number 41, H, carries -0.004; number 42, H, carries 0.035; number 43, H, carries 0.171; number 44, H, carries 0.094; number 45, H, carries 0.150; number 46, H, carries 0.157; number 47, H, carries -0.018; number 48, H, carries 0.068; number 49, H, carries 0.079; number 50, H, carries -0.019; number 51, H, carries 0.070; number 52, H, carries 0.033; number 53, H, carries 0.061; number 54, H, carries 0.056


A 12-piece molecular cluster, C6H35NO14 overall at a distorted geometry, computed with ωB97M-V/def2-TZVPD.

2S+1   1
Lowest unoccupied orbital energy   0.07 eV
Relative energy (zero: lowest compared OMol25 entry of this formula, charge and spin)   20.5 kcal per mole
Electronic energy   -36944.0987 eV

Last columns: bonded neighbours and bond lengths (Å).
CARTESIAN COORDINATES (ANGSTROEM)
1 O -2.417 -0.649 2.606  H26 0.964, H48 0.976
2 O -3.420 1.374 1.113  H23 0.958, H31 0.975
3 O 0.576 1.472 3.090  H43 0.968, H52 0.960
4 O 3.682 -2.341 2.333  H37 0.969, H51 0.986
5 O -1.703 3.372 0.571  H22 0.984, H53 0.999
6 O 2.971 0.142 -2.863  H39 0.954, H44 0.975
7 O 0.196 2.229 -3.014  C17 1.413, H25 0.953
8 O 0.706 2.909 0.885  H32 1.009, H33 1.099, H47 0.998
9 O 1.131 -3.798 -0.743  C21 1.459, H46 0.960
10 O 1.105 1.275 -1.161  C17 1.419, H55 0.981
11 O 4.747 -0.219 0.952  H29 0.981, H50 0.969
12 O -2.170 4.152 -1.967  H24 0.959, H36 0.964
13 O -3.268 -2.213 1.128  H40 0.977, H41 0.967
14 O 3.178 -2.073 -0.319  H49 0.991, H56 0.982
15 N -0.905 -2.560 -0.436  C16 1.336, C21 1.428
16 C -0.817 -1.249 -0.200  N15 1.336, C18 1.537, C20 1.370
17 C -0.107 1.437 -1.883  O7 1.413, O10 1.419, C19 1.525, H45 1.086
18 C -1.652 -0.491 -1.244  C16 1.537, C19 1.529, H28 1.095, H34 1.088
19 C -0.757 0.128 -2.318  C17 1.525, C18 1.529, H42 1.095, H54 1.091
20 C -0.167 -0.554 0.786  C16 1.370, H27 1.082, H35 1.082
21 C -0.031 -3.552 0.105  O9 1.459, N15 1.428, H30 1.099, H38 1.091
22 H -1.871 3.693 -0.344  O5 0.984
23 H -3.701 0.753 0.440  O2 0.958
24 H -3.006 4.063 -2.429  O12 0.959
25 H 0.921 1.839 -3.493  O7 0.953
26 H -3.299 -0.979 2.813  O1 0.964
27 H 0.573 -0.987 1.446  C20 1.082
28 H -2.292 0.274 -0.791  C18 1.095
29 H 4.281 -0.667 0.214  O11 0.981
30 H 0.414 -3.387 1.096  C21 1.099
31 H -2.911 0.838 1.750  O2 0.975
32 H 0.991 2.299 0.133  O8 1.009
33 H -0.368 3.103 0.753  O8 1.099
34 H -2.329 -1.216 -1.690  C18 1.088
35 H -0.393 0.479 1.013  C20 1.082
36 H -1.451 4.060 -2.603  O12 0.964
37 H 2.958 -1.883 2.786  O4 0.969
38 H -0.605 -4.480 0.094  C21 1.091
39 H 3.407 -0.417 -2.224  O6 0.954
40 H -2.652 -2.524 0.436  O13 0.977
41 H -4.088 -2.722 1.070  O13 0.967
42 H -0.002 -0.605 -2.618  C19 1.095
43 H -0.199 0.893 3.064  O3 0.968
44 H 2.390 0.663 -2.277  O6 0.975
45 H -0.751 2.075 -1.284  C17 1.086
46 H 0.790 -3.796 -1.640  O9 0.960
47 H 0.768 2.373 1.724  O8 0.998
48 H -2.212 -1.063 1.746  O1 0.976
49 H 2.413 -2.623 -0.625  O14 0.991
50 H 5.659 -0.130 0.636  O11 0.969
51 H 4.274 -1.594 2.079  O4 0.986
52 H 0.596 1.900 3.948  O3 0.960
53 H -2.357 2.638 0.750  O5 0.999
54 H -1.322 0.366 -3.221  C19 1.091
55 H 1.168 0.382 -0.759  O10 0.981
56 H 3.329 -2.407 0.592  O14 0.982

Listed below, in e, are the Löwdin charges computed for each atom: number 1, O, carries -0.107; number 2, O, carries -0.051; number 3, O, carries -0.018; number 4, O, carries -0.073; number 5, O, carries -0.021; number 6, O, carries -0.055; number 7, O, carries 0.011; number 8, O, carries 0.123; number 9, O, carries -0.100; number 10, O, carries -0.061; number 11, O, carries -0.070; number 12, O, carries -0.019; number 13, O, carries -0.076; number 14, O, carries -0.112; number 15, N, carries -0.028; number 16, C, carries -0.464; number 17, C, carries -0.415; number 18, C, carries -0.136; number 19, C, carries -0.094; number 20, C, carries -0.032; number 21, C, carries -0.292; number 22, H, carries 0.032; number 23, H, carries 0.045; number 24, H, carries 0.073; number 25, H, carries 0.091; number 26, H, carries 0.055; number 27, H, carries 0.054; number 28, H, carries 0.087; number 29, H, carries 0.012; number 30, H, carries 0.115; number 31, H, carries 0.015; number 32, H, carries 0.091; number 33, H, carries 0.066; number 34, H, carries 0.109; number 35, H, carries 0.026; number 36, H, carries 0.060; number 37, H, carries 0.055; number 38, H, carries 0.104; number 39, H, carries 0.004; number 40, H, carries 0.029; number 41, H, carries 0.075; number 42, H, carries 0.133; number 43, H, carries 0.055; number 44, H, carries -0.008; number 45, H, carries 0.116; number 46, H, carries 0.083; number 47, H, carries 0.067; number 48, H, carries -0.009; number 49, H, carries 0.017; number 50, H, carries 0.064; number 51, H, carries 0.021; number 52, H, carries 0.080; number 53, H, carries 0.047; number 54, H, carries 0.124; number 55, H, carries 0.098; number 56, H, carries 0.004